C21H20N4O4S2 | ωB97M-V/def2-TZVPD

Structure (XYZ):
```
51
Properties=species:S:1:pos:R:3:lowdin_charge:R:1
C -2.4305 -3.8278 2.0238 -0.0845
H -2.2331 -4.0216 3.0035 0.0114
C -1.5155 -4.7696 1.1307 -0.2562
C -1.8317 -4.8284 -0.3835 -0.1925
C -1.0216 -3.9224 -1.2381 -0.0657
N -1.4548 -2.4688 -0.6803 0.0156
C -0.7272 -1.7387 0.2565 -0.5389
N -0.9428 -0.3907 0.3317 0.0828
C -2.1210 0.1928 -0.1077 -0.3561
C -2.3447 1.4252 0.3715 0.1192
C -3.5958 2.2650 -0.0779 -0.0222
C -4.4941 1.4701 -1.0703 0.2089
C -4.0635 -0.0896 -1.4724 0.1245
C -2.9033 -0.4350 -0.8499 -0.1337
C -2.5969 -1.8996 -1.4183 -0.3445
O -3.3116 -2.6035 -1.9188 0.1837
H -4.6871 -0.6257 -1.9782 0.0368
H -5.3165 1.8199 -1.2376 -0.0271
C -3.8107 3.5581 0.2253 -0.7347
O -4.9435 4.0583 0.0284 0.0481
O -3.0686 4.0141 1.0201 0.0167
C -3.4310 5.4435 1.6696 0.1031
H -2.5007 5.7702 2.2166 0.0774
H -4.3257 5.4327 2.2256 0.0478
H -3.3828 6.1730 0.4004 0.2256
H -1.6396 2.0205 1.0401 0.1400
S 0.8626 -2.4965 0.7148 0.9686
C 1.5413 -0.7547 1.6687 -0.3082
C 2.3273 -0.1033 0.9829 -0.5080
C 1.9650 0.8906 0.1377 0.1294
C 2.8124 1.8323 -0.7962 -0.3107
O 2.4902 2.6016 -1.6255 0.1362
N 4.2006 1.3751 -0.5737 -0.0221
C 4.5124 0.1965 0.2196 -0.4714
N 3.6896 -0.4424 0.9680 0.1223
S 6.2989 0.2966 0.2545 1.0193
C 6.4370 1.3964 -1.1089 -0.2916
C 5.2217 1.9462 -0.9839 -0.3213
H 4.9926 2.7769 -1.9113 0.2119
H 7.2605 1.7937 -1.2102 -0.0305
H 0.9565 1.0669 0.1777 0.0603
H 1.9246 -1.3049 2.7512 0.1716
H 0.5373 -0.4087 2.0839 0.1092
H -1.2748 -3.9877 -2.1338 0.0453
H -0.0906 -3.8319 -0.9509 0.0012
H -1.4623 -5.8240 -0.8060 0.1414
H -2.8581 -4.7249 -0.5337 0.0879
H -0.4802 -4.8913 1.4198 0.0729
H -1.9506 -5.7605 1.3947 0.0983
H -3.6659 -3.8234 1.7240 0.1527
H -2.1149 -2.7657 1.6985 0.0496
```

Calculated values
Energy above the lowest of the compared OMol25 structures with the same formula, charge and spin, kJ/mol: 1787.7
2S+1: 1
DFT total energy, Eh: -2128.0020
HOMO-LUMO gap, eV: 7.16
HOMO energy, eV: -8.16